39
Properties=species:S:1:pos:R:3 method="wB97M-V/def2-TZVPD" lumo_energy_ev=-0.30 total_charge=0 gap_ev=7.736
Tl 3.737 -0.575 1.083
C 0.910 -0.593 4.987
C 1.884 -0.549 4.012
N 1.644 -0.832 2.731
C 0.410 -1.179 2.372
C -0.639 -1.283 3.291
C -0.366 -0.980 4.621
C -1.977 -1.794 2.944
C -2.809 -1.386 1.983
C -2.723 -0.164 1.172
C -3.631 0.038 0.132
C -3.690 1.309 -0.410
N -2.879 2.286 -0.019
C -1.979 1.961 0.901
N -1.878 0.805 1.535
H 1.147 -0.349 6.013
H 2.910 -0.299 4.259
H 0.268 -1.406 1.321
H -1.163 -1.032 5.353
H -2.315 -2.597 3.592
H -3.733 -1.937 1.848
H -4.289 -0.755 -0.195
H -4.426 1.572 -1.161
H -1.275 2.735 1.185
C 2.184 -0.790 -4.247
C 1.837 0.417 -3.365
C 2.647 1.648 -3.794
C 0.351 0.736 -3.539
C 2.141 0.098 -1.960
C 2.435 -0.140 -0.801
H 1.937 -0.586 -5.291
H 1.614 -1.663 -3.926
H 3.245 -1.033 -4.179
H 2.403 1.931 -4.820
H 3.719 1.457 -3.726
H 2.410 2.488 -3.140
H 0.116 0.860 -4.599
H 0.091 1.655 -3.020
H -0.266 -0.073 -3.144

---

15
Properties=species:S:1:pos:R:3 method="wB97M-V/def2-TZVPD" lumo_energy_ev=1.11 total_charge=0 gap_ev=9.570 relative_energy_kj_mol=339.93
C 1.845 0.954 0.081
C 0.912 -0.006 -0.141
O -0.155 0.308 -0.892
C -1.329 -0.453 -0.685
C -2.118 0.198 0.427
H 1.491 1.974 0.117
H 2.909 0.854 -0.066
H 0.836 -1.000 0.318
H -1.075 -1.502 -0.459
H -1.859 -0.434 -1.641
H -3.085 -0.290 0.568
H -2.277 1.250 0.173
H -1.549 0.159 1.363
H 2.810 -0.744 0.677
H 2.644 -1.267 0.160

---

16
Properties=species:S:1:pos:R:3 method="wB97M-V/def2-TZVPD" lumo_energy_ev=0.80 total_charge=0 gap_ev=10.071 relative_energy_kj_mol=447.18
C 0.061 0.310 0.181
C -0.795 -0.848 0.071
C 1.155 0.558 -0.821
C 0.448 -1.877 0.673
C -1.405 1.452 -0.269
C -1.590 2.637 -0.077
H 0.287 0.637 1.194
H -1.016 -1.172 -0.940
H -1.615 -0.888 0.778
H 2.118 0.190 -0.467
H 1.247 1.635 -0.959
H 0.919 0.115 -1.787
H 1.117 -2.154 -0.135
H -0.133 -2.747 0.971
H 0.986 -1.519 1.548
H -1.785 3.672 0.040

---

106
Properties=species:S:1:pos:R:3 method="wB97M-V/def2-TZVPD" lumo_energy_ev=-1.32 total_charge=0 gap_ev=8.107
C -0.288 3.814 -1.928
C -1.262 2.883 -2.625
O -1.365 1.616 -1.976
P -1.969 1.555 -0.457
O -3.365 2.051 -0.612
O -2.276 -0.052 -0.304
C -3.463 -0.502 0.361
C -4.460 -1.040 -0.643
O -0.536 1.420 0.310
C 0.338 0.291 0.214
C 1.168 0.252 -1.052
H -0.652 4.087 -0.932
H -0.150 4.729 -2.505
H 0.681 3.334 -1.795
H -2.251 3.344 -2.693
H -0.925 2.687 -3.643
H -3.904 0.298 0.954
H -3.168 -1.296 1.052
H -4.624 -0.336 -1.459
H -5.416 -1.253 -0.166
H -4.086 -1.962 -1.093
H -0.191 -0.647 0.365
H 1.017 0.390 1.065
H 0.578 -0.073 -1.907
H 1.991 -0.455 -0.933
H 1.580 1.234 -1.284
C 3.903 -7.318 2.182
C 3.488 -6.573 3.438
O 4.185 -5.342 3.594
P 3.958 -4.139 2.470
O 2.516 -3.918 2.853
O 4.593 -2.849 3.270
C 3.952 -1.570 3.194
C 3.258 -1.254 4.502
O 5.417 -4.539 1.823
C 6.683 -4.395 2.484
C 7.001 -5.484 3.487
H 3.611 -6.767 1.282
H 3.433 -8.302 2.147
H 4.984 -7.445 2.143
H 2.410 -6.389 3.436
H 3.713 -7.175 4.319
H 3.248 -1.534 2.362
H 4.728 -0.827 2.996
H 2.621 -2.079 4.820
H 2.648 -0.354 4.412
H 3.993 -1.098 5.294
H 6.798 -3.409 2.928
H 7.421 -4.448 1.680
H 6.454 -5.345 4.417
H 8.066 -5.463 3.726
H 6.748 -6.468 3.094
C -1.257 10.684 -2.743
C -0.874 10.087 -4.085
O 0.536 9.916 -4.221
P 1.304 8.869 -3.227
O 0.700 7.550 -3.569
O 2.737 8.712 -4.021
C 3.372 7.433 -4.112
C 3.239 6.881 -5.517
O 1.908 9.980 -2.204
C 2.895 10.961 -2.549
C 2.348 12.155 -3.303
H -1.022 9.996 -1.925
H -2.324 10.902 -2.711
H -0.705 11.605 -2.555
H -1.379 9.129 -4.237
H -1.188 10.751 -4.890
H 2.957 6.738 -3.382
H 4.426 7.572 -3.866
H 2.205 6.916 -5.858
H 3.590 5.849 -5.566
H 3.824 7.480 -6.217
H 3.740 10.521 -3.071
H 3.286 11.311 -1.592
H 2.155 11.914 -4.347
H 3.076 12.968 -3.282
H 1.416 12.506 -2.862
C -1.150 -5.126 2.253
C -2.211 -4.326 1.463
C -2.785 -5.106 0.261
C -3.060 -6.588 0.541
O -4.371 -6.955 0.094
C -5.063 -7.764 1.014
C -5.727 -6.853 2.074
N -7.162 -6.676 1.739
C -7.574 -5.284 2.020
C -7.387 -4.395 0.814
O -6.504 -3.606 0.663
F -8.324 -4.527 -0.160
H -0.433 -4.499 2.774
H -1.678 -5.715 3.010
H -0.676 -5.865 1.605
H -1.713 -3.423 1.108
H -3.042 -4.056 2.119
H -3.666 -4.589 -0.120
H -2.028 -5.032 -0.525
H -2.342 -7.178 -0.034
H -2.997 -6.847 1.599
H -4.420 -8.515 1.485
H -5.839 -8.337 0.502
H -5.265 -5.866 1.961
H -5.575 -7.204 3.095
H -7.219 -6.787 0.733
H -8.615 -5.311 2.346
H -6.971 -4.842 2.808

---

16
Properties=species:S:1:pos:R:3 method="wB97M-V/def2-TZVPD" lumo_energy_ev=0.68 total_charge=0 gap_ev=11.613 relative_energy_kj_mol=111.41
C 2.077 -0.455 0.162
C 0.775 0.260 0.498
C -0.367 -0.055 -0.496
O -0.353 -1.413 -0.898
C -1.784 0.082 0.073
C -2.214 1.443 0.392
N -2.572 2.516 0.633
H 2.618 0.064 -0.638
H 2.724 -0.546 1.039
H 1.893 -1.475 -0.185
H 0.985 1.335 0.501
H 0.434 0.030 1.514
H -0.270 0.607 -1.370
H 0.370 -1.501 -1.526
H -1.846 -0.543 0.970
H -2.469 -0.349 -0.667

---

54
Properties=species:S:1:pos:R:3 method="wB97M-V/def2-TZVPD" lumo_energy_ev=0.50 total_charge=0 gap_ev=8.712 relative_energy_kj_mol=0.00
C 3.810 3.265 -1.275
S 2.592 2.748 -0.045
O 1.291 2.726 -0.654
O 2.745 3.564 1.120
N 3.167 1.227 0.356
C 2.949 0.834 1.744
C 1.562 0.273 1.906
C 1.331 -1.090 1.776
C 0.047 -1.589 1.863
C -1.033 -0.735 2.061
C -2.384 -1.359 2.169
O -2.533 -2.511 2.534
N -3.430 -0.559 1.854
C -4.786 -1.046 1.895
C -5.362 -1.275 0.502
S -5.603 0.308 -0.387
C -4.563 0.036 -1.884
C -3.121 -0.064 -1.579
C -2.281 -1.139 -1.493
C -1.000 -0.615 -1.192
C -1.157 0.734 -1.104
O -2.435 1.074 -1.333
C -0.802 0.631 2.193
C 0.486 1.128 2.115
C 3.267 0.224 -0.623
C 4.189 -0.810 -0.455
C 4.327 -1.790 -1.419
C 3.558 -1.755 -2.571
C 2.650 -0.727 -2.748
C 2.501 0.257 -1.785
H 4.767 3.313 -0.775
H 3.516 4.243 -1.635
H 3.822 2.546 -2.084
H 3.705 0.104 2.036
H 3.076 1.742 2.334
H 2.161 -1.763 1.612
H -0.146 -2.649 1.781
H -3.277 0.339 1.424
H -4.758 -1.996 2.437
H -5.413 -0.334 2.440
H -4.687 -1.886 -0.094
H -6.336 -1.759 0.574
H -4.768 0.910 -2.501
H -4.926 -0.865 -2.375
H -2.534 -2.169 -1.642
H -0.092 -1.167 -1.061
H -0.467 1.528 -0.893
H -1.617 1.313 2.386
H 0.667 2.188 2.215
H 4.805 -0.843 0.430
H 5.043 -2.584 -1.270
H 3.667 -2.524 -3.321
H 2.039 -0.689 -3.637
H 1.772 1.037 -1.921

---

121
Properties=species:S:1:pos:R:3 method="wB97M-V/def2-TZVPD" lumo_energy_ev=0.43 total_charge=0 gap_ev=8.136 relative_energy_kj_mol=35.05
Ca 1.242 -11.296 11.211
O 2.869 -12.349 10.214
H 3.735 -12.753 10.313
O 0.767 -11.714 13.267
H 0.128 -11.483 13.945
O -0.430 -9.638 10.955
P -1.204 -8.531 11.544
N -0.446 -7.710 12.737
C -0.579 -6.268 12.920
C 0.014 -8.413 13.887
N -2.593 -9.125 12.208
C -2.851 -10.555 12.453
C -3.613 -8.249 12.741
N -1.697 -7.368 10.474
C -2.647 -7.903 9.473
C -0.736 -6.455 9.873
H -1.237 -5.822 12.179
H 0.408 -5.803 12.917
H -1.072 -6.061 13.878
H 0.796 -9.135 13.620
H -0.770 -9.014 14.368
H 0.492 -7.759 14.614
H -3.655 -10.882 11.778
H -1.918 -11.098 12.329
H -3.294 -10.665 13.446
H -3.620 -7.272 12.256
H -4.607 -8.670 12.545
H -3.519 -8.120 13.826
H -2.144 -8.625 8.827
H -3.501 -8.370 9.973
H -3.162 -7.068 8.994
H 0.298 -6.715 10.135
H -0.923 -5.437 10.213
H -0.725 -6.522 8.785
O 2.358 -9.203 11.641
P 3.792 -8.857 11.707
N 4.375 -8.577 10.182
C 3.737 -9.163 9.009
C 5.650 -7.931 9.905
N 4.725 -10.019 12.418
C 4.072 -11.061 13.211
C 6.117 -9.811 12.681
N 4.181 -7.468 12.499
C 4.104 -7.513 13.961
C 3.702 -6.217 11.944
H 3.531 -8.368 8.286
H 2.751 -9.550 9.270
H 4.287 -10.029 8.639
H 6.453 -8.669 9.751
H 5.911 -7.278 10.733
H 5.620 -7.391 8.954
H 3.405 -11.699 12.630
H 4.813 -11.713 13.669
H 3.451 -10.651 14.019
H 6.650 -9.424 11.810
H 6.308 -9.082 13.481
H 6.583 -10.757 12.943
H 4.525 -6.594 14.358
H 3.084 -7.728 14.313
H 4.636 -8.382 14.356
H 4.519 -5.484 11.947
H 2.905 -5.796 12.563
H 3.381 -6.349 10.914
O 0.659 -18.075 13.080
P 0.643 -16.602 13.036
N -0.784 -15.969 13.537
C -2.028 -16.718 13.303
C -0.872 -14.545 13.938
N 0.959 -15.962 11.544
C 2.326 -16.089 11.050
C 0.064 -15.079 10.829
N 1.777 -15.938 14.038
C 1.953 -16.609 15.316
C 2.411 -14.644 13.913
H -2.214 -16.888 12.229
H -2.878 -16.139 13.656
H -1.964 -17.701 13.765
H -0.450 -13.857 13.213
H -0.285 -14.454 14.864
H -1.876 -14.372 14.324
H 2.367 -15.636 10.057
H 3.079 -15.651 11.699
H 2.538 -17.142 10.832
H 0.286 -15.149 9.761
H -0.947 -15.490 10.876
H 0.159 -14.044 11.147
H 2.402 -15.907 16.030
H 1.000 -16.917 15.746
H 2.701 -17.403 15.253
H 2.009 -13.948 14.661
H 2.128 -14.126 12.991
H 3.503 -14.681 13.957
O 0.002 -11.942 9.358
P -0.821 -12.340 8.203
N -2.034 -13.377 8.547
C -2.953 -13.018 9.621
C -2.133 -14.750 8.069
N 0.054 -13.064 7.027
C -0.195 -12.791 5.608
C 1.467 -13.369 7.332
N -1.600 -11.039 7.557
C -0.812 -9.821 7.352
C -2.914 -11.034 6.985
H -3.864 -13.608 9.572
H -3.274 -11.979 9.456
H -2.477 -13.027 10.603
H -1.682 -15.459 8.766
H -1.659 -14.820 7.093
H -3.179 -15.030 7.920
H -0.168 -11.724 5.408
H 0.542 -13.341 5.024
H -1.132 -13.257 5.281
H 1.735 -14.315 6.858
H 2.102 -12.536 7.024
H 1.622 -13.477 8.401
H -1.506 -9.000 7.184
H -0.228 -9.660 8.259
H -0.156 -9.902 6.482
H -3.226 -12.055 6.750
H -2.872 -10.583 5.984
H -3.679 -10.531 7.581

---

7
Properties=species:S:1:pos:R:3 method="wB97M-V/def2-TZVPD" lumo_energy_ev="0.10 / -3.52" total_charge=0 s_squared=2.009 gap_ev="6.240 / 5.469" relative_energy_kj_mol=63.90 multiplicity=3
P -0.677 0.071 -0.757
S -1.527 -1.577 0.325
S -1.488 1.654 0.371
S -3.446 -1.665 -0.393
S -3.517 1.570 -0.445
S -4.247 -0.015 0.570
H 0.553 -0.072 0.131

---

46
Properties=species:S:1:pos:R:3 method="wB97M-V/def2-TZVPD" lumo_energy_ev=0.62 total_charge=0 gap_ev=8.786 relative_energy_kj_mol=9.75
C -5.955 -2.053 -0.711
C -4.848 -1.127 -0.318
C -3.596 -1.609 0.016
C -2.562 -0.750 0.386
O -1.381 -1.347 0.692
C -0.293 -0.539 1.098
C 0.913 -1.448 1.324
C 1.307 -2.244 0.080
C 1.754 -1.376 -1.098
N 2.875 -0.529 -0.751
C 4.189 -1.013 -0.652
O 4.535 -2.143 -0.871
N 4.951 0.038 -0.271
C 4.207 1.267 -0.120
C 4.258 1.793 1.316
C 4.653 2.335 -1.120
C 2.788 0.795 -0.456
O 1.786 1.468 -0.462
C -2.794 0.619 0.417
C -4.041 1.135 0.085
C -4.290 2.610 0.117
C -5.050 0.251 -0.276
Cl -6.613 0.883 -0.688
H -6.307 -1.815 -1.714
H -5.619 -3.085 -0.689
H -6.799 -1.941 -0.032
H -3.397 -2.669 -0.003
H -0.063 0.216 0.338
H -0.540 -0.020 2.036
H 0.672 -2.154 2.121
H 1.747 -0.829 1.660
H 0.452 -2.837 -0.244
H 2.122 -2.923 0.337
H 0.949 -0.722 -1.435
H 2.070 -2.023 -1.920
H 5.946 -0.030 -0.155
H 5.252 2.170 1.545
H 4.012 0.999 2.018
H 3.536 2.597 1.429
H 5.648 2.695 -0.870
H 4.669 1.925 -2.128
H 3.955 3.167 -1.092
H -2.012 1.308 0.695
H -5.082 2.844 0.827
H -3.390 3.148 0.402
H -4.614 2.959 -0.863

---

13
Properties=species:S:1:pos:R:3 method="wB97M-V/def2-TZVPD" lumo_energy_ev=0.17 total_charge=0 gap_ev=9.685 relative_energy_kj_mol=113.21
O -0.671 1.958 -0.591
C -0.802 0.777 -0.375
C -0.154 -0.353 -1.197
C 0.854 -0.905 -0.121
C 0.593 0.141 0.953
O 1.353 1.033 1.234
C -0.931 0.279 1.064
H 0.354 0.081 -2.059
H -0.852 -1.125 -1.534
H 1.895 -0.872 -0.446
H 0.598 -1.916 0.215
H -1.284 1.052 1.742
H -1.437 -0.687 1.182

---

Respective E_tot values: -27082.046; -6354.280; -6379.225; -88690.317; -8868.058; -56044.147; -111857.881; -63478.805; -39649.706; -9375.922 eV.